Entry from the OMol25 dataset: 12 unconnected molecules or ions with the total composition C64H90N6O20S4 at a distorted geometry (ωB97M-V with the def2-TZVPD basis set).

Results
E_tot (Eh): -5918.08878
Highest occupied orbital energy (Ha): -0.3512
SMILES: O=[N+]([O-])c1ccccc1.O=[N+]([O-])c1ccccc1.O=[N+]([O-])c1ccccc1.O=[N+]([O-])c1ccccc1.O=[N+]([O-])c1ccccc1.O=[N+]([O-])c1ccccc1.O=S1(=O)CCCC1.O=S1(=O)CCCC1.O=S1(=O)CCCC1.O=S1(=O)CCCC1.CCCCCC.CCCCCC
Charge: 0
HOMO-LUMO gap (eV): 8.76

Geometry as XYZ:
```
184
C64H90N6O20S4, DFT ωB97M-V with the def2-TZVPD basis set
O -34.918 0.609 -49.045
N -34.371 -0.476 -49.083
O -33.773 -0.988 -48.160
C -34.494 -1.237 -50.321
C -35.486 -0.953 -51.244
C -35.635 -1.732 -52.389
C -34.743 -2.784 -52.612
C -33.719 -3.038 -51.703
C -33.561 -2.232 -50.596
H -36.247 -0.217 -51.019
H -36.405 -1.614 -53.137
H -34.835 -3.376 -53.512
H -33.025 -3.861 -51.807
H -32.753 -2.314 -49.879
O -28.202 4.174 -46.989
N -28.402 3.556 -48.029
O -28.021 3.982 -49.111
C -29.018 2.228 -47.937
C -29.171 1.567 -46.733
C -29.807 0.311 -46.702
C -30.494 -0.099 -47.822
C -30.268 0.508 -49.053
C -29.498 1.668 -49.093
H -28.906 2.069 -45.811
H -29.974 -0.262 -45.800
H -31.272 -0.848 -47.746
H -30.521 0.041 -49.996
H -29.321 2.096 -50.071
O -29.022 -6.564 -38.336
N -29.702 -7.263 -39.064
O -30.580 -7.979 -38.605
C -29.425 -7.226 -40.506
C -28.323 -6.589 -40.996
C -27.963 -6.548 -42.332
C -28.808 -7.266 -43.228
C -29.897 -7.990 -42.724
C -30.273 -7.891 -41.393
H -27.705 -6.031 -40.299
H -27.080 -6.104 -42.763
H -28.475 -7.371 -44.252
H -30.465 -8.667 -43.348
H -31.167 -8.423 -41.103
O -33.352 3.828 -43.428
N -33.351 4.733 -44.231
O -33.565 5.900 -43.951
C -33.020 4.468 -45.616
C -32.747 5.459 -46.546
C -32.583 5.156 -47.898
C -32.522 3.808 -48.278
C -32.772 2.809 -47.341
C -33.030 3.150 -46.005
H -32.772 6.527 -46.378
H -32.178 5.890 -48.580
H -32.158 3.503 -49.251
H -32.767 1.750 -47.559
H -33.197 2.268 -45.404
O -31.127 -2.171 -40.716
N -30.079 -2.029 -40.135
O -29.765 -2.572 -39.103
C -29.161 -0.993 -40.687
C -28.184 -0.500 -39.840
C -27.398 0.587 -40.198
C -27.532 1.159 -41.470
C -28.470 0.575 -42.332
C -29.322 -0.465 -41.950
H -28.084 -0.918 -38.848
H -26.815 1.124 -39.462
H -27.009 2.038 -41.815
H -28.548 0.887 -43.367
H -30.128 -0.787 -42.592
O -25.072 0.610 -45.178
N -26.003 -0.141 -45.430
O -26.615 -0.171 -46.486
C -26.329 -1.178 -44.446
C -27.546 -1.900 -44.586
C -27.922 -2.791 -43.579
C -27.088 -3.047 -42.502
C -25.984 -2.245 -42.356
C -25.527 -1.405 -43.323
H -28.092 -1.735 -45.505
H -28.864 -3.316 -43.683
H -27.561 -3.664 -41.748
H -25.234 -2.399 -41.584
H -24.620 -0.831 -43.195
O -36.360 -7.365 -49.383
S -35.631 -6.130 -49.605
O -34.554 -6.108 -50.579
C -36.654 -4.599 -49.851
C -36.213 -3.557 -48.783
C -35.005 -4.110 -48.016
C -35.013 -5.608 -47.981
H -37.639 -4.979 -49.585
H -36.541 -4.300 -50.888
H -35.940 -2.590 -49.206
H -37.064 -3.310 -48.145
H -34.866 -3.577 -47.075
H -34.106 -3.831 -48.580
H -35.738 -5.863 -47.201
H -34.094 -6.165 -47.815
O -37.259 -9.056 -43.464
S -36.790 -9.316 -44.805
O -36.718 -8.288 -45.824
C -35.148 -10.128 -44.773
C -35.158 -11.253 -45.839
C -36.514 -11.156 -46.591
C -37.659 -10.612 -45.727
H -35.082 -10.729 -43.867
H -34.328 -9.430 -44.888
H -34.361 -11.112 -46.568
H -34.964 -12.224 -45.384
H -36.763 -11.962 -47.278
H -36.236 -10.362 -47.295
H -37.854 -11.434 -45.034
H -38.498 -10.146 -46.226
O -30.301 -3.078 -46.903
S -30.396 -4.152 -47.864
O -31.614 -4.332 -48.594
C -28.909 -4.065 -48.876
C -27.867 -4.418 -47.811
C -28.418 -5.596 -46.959
C -29.980 -5.671 -47.093
H -28.924 -3.152 -49.467
H -29.029 -4.872 -49.606
H -26.872 -4.503 -48.236
H -27.928 -3.578 -47.114
H -28.057 -5.520 -45.938
H -28.070 -6.505 -47.451
H -30.536 -5.779 -46.165
H -30.202 -6.462 -47.805
O -31.876 0.261 -39.266
S -32.502 1.055 -40.334
O -32.141 0.980 -41.725
C -34.338 1.029 -40.289
C -34.692 2.439 -40.702
C -33.795 3.444 -39.965
C -32.404 2.795 -39.744
H -34.537 0.747 -39.251
H -34.691 0.167 -40.853
H -34.465 2.532 -41.767
H -35.754 2.650 -40.583
H -34.315 3.548 -39.009
H -33.865 4.412 -40.456
H -32.234 2.746 -38.671
H -31.524 3.252 -40.193
C -32.582 -0.151 -44.678
C -32.053 -1.517 -44.199
C -32.960 -2.681 -44.583
C -32.646 -4.074 -43.968
C -33.339 -5.149 -44.756
C -33.132 -6.597 -44.262
H -32.608 -0.131 -45.770
H -31.804 0.545 -44.356
H -33.551 0.071 -44.243
H -31.054 -1.753 -44.578
H -32.025 -1.634 -43.110
H -32.879 -2.654 -45.679
H -34.010 -2.513 -44.343
H -31.572 -4.235 -43.845
H -33.095 -4.057 -42.969
H -34.407 -4.957 -44.870
H -32.919 -5.099 -45.770
H -32.171 -7.054 -44.504
H -33.341 -6.663 -43.194
H -33.847 -7.209 -44.818
C -37.393 4.852 -44.050
C -37.369 3.400 -43.604
C -36.418 2.577 -44.494
C -36.896 1.121 -44.667
C -36.049 0.396 -45.690
C -36.228 -1.104 -45.467
H -37.788 5.029 -45.053
H -36.436 5.381 -44.044
H -38.056 5.456 -43.422
H -37.129 3.189 -42.556
H -38.406 3.047 -43.570
H -35.416 2.558 -44.060
H -36.286 3.131 -45.429
H -36.575 0.670 -43.723
H -37.957 1.038 -44.894
H -36.298 0.643 -46.722
H -34.998 0.572 -45.466
H -37.286 -1.378 -45.370
H -35.987 -1.707 -46.351
H -35.688 -1.550 -44.636
```